Computed, not measured: an isolated molecule of C6H8F2 in a non-equilibrium geometry, with ωB97M-V/def2-TZVPD.

As for the SMILES: CC/C=C(F)\C=C\F. The calculation puts the energy above the lowest of the compared OMol25 structures with the same formula, charge and spin at 54.6 kcal/mol. The calculation puts the LUMO energy at 0.9297 eV.

Each line ends with the Mulliken charge.
Atoms and positions in Å:
1 C 0.53374 2.43834 -0.15364  -1.19
2 C 0.03984 1.03114 -0.73324  -0.47
3 C 0.86889 -0.04182 0.08809  -0.44
4 C 0.60120 -1.21914 0.59366  0.35
5 F 1.59124 -1.93753 1.33753  -0.31
6 C -0.71705 -1.94872 0.82856  -0.36
7 C -1.42309 -2.06539 -0.27669  -0.21
8 F -2.54979 -2.63309 -0.49294  -0.24
9 H -0.09016 3.16981 -0.54612  0.43
10 H 1.58722 2.77806 -0.64139  0.24
11 H 0.64005 2.26571 1.07595  0.30
12 H -0.96119 0.85277 -0.45717  0.45
13 H 0.12951 0.93095 -1.79027  0.37
14 H 1.87091 0.38087 0.47710  0.37
15 H -1.08018 -2.48041 1.75648  0.31
16 H -1.04116 -1.52155 -1.06593  0.41